Record 1
# C13H22O6

An isolated molecule of C13H22O6 at a distorted geometry (ωB97M-V with the def2-TZVPD basis set, OMol25).

Gap between HOMO and LUMO in eV: 10.60
ΔE to the lowest compared entry with this formula, charge and spin in kcal per mole: 0.00
Charge: 0
Energy in Eh: -960.0003
Lowest unoccupied orbital energy in eV: 0.86

```
41
Properties=species:S:1:pos:R:3:forces:R:3:nbo_charge:R:1
C 3.629 0.011 -1.969 0.563 -0.142 0.365 -0.60
C 3.531 -0.710 -0.606 -0.297 0.394 -0.722 -0.40
C 3.303 0.287 0.530 -0.235 -0.692 -0.276 -0.43
C 3.295 -0.389 1.889 0.591 0.801 -0.059 -0.06
O 2.348 -1.469 1.878 -0.228 -0.746 -0.094 -0.50
C 1.041 -1.242 1.698 -0.440 0.963 0.905 1.00
O 0.453 -0.216 2.000 0.546 -1.197 -0.792 -0.65
O 0.458 -2.383 1.246 0.424 0.258 -0.442 -0.49
C -0.946 -2.351 0.998 -1.364 -0.100 0.005 0.01
C -1.498 -3.791 0.799 1.805 0.080 -0.434 -0.62
C -1.334 -1.499 -0.233 1.039 1.075 -1.114 0.78
O -0.558 -1.290 -1.155 -1.315 -0.340 1.318 -0.59
O -2.594 -0.969 -0.151 0.699 -0.808 0.030 -0.52
C -2.998 -0.044 -1.193 -0.524 -0.606 -0.904 -0.08
C -2.286 1.264 -0.984 0.215 0.110 -1.026 0.05
C -2.202 1.711 0.439 -0.674 0.718 0.918 -0.44
C -2.138 3.247 0.295 -0.567 0.487 0.272 -0.43
C -2.569 3.527 -1.165 0.894 0.031 0.395 -0.07
O -2.992 2.280 -1.683 -0.473 0.084 -0.242 -0.53
H 3.511 -0.707 -2.783 0.112 0.118 -0.019 0.21
H 2.872 0.786 -2.090 -0.113 -0.055 0.090 0.20
H 4.616 0.496 -2.053 -0.352 -0.129 -0.132 0.20
H 4.452 -1.296 -0.454 -0.359 0.061 0.109 0.20
H 2.671 -1.388 -0.659 0.297 -0.080 0.137 0.21
H 4.061 1.045 0.511 0.604 0.466 0.113 0.21
H 2.359 0.809 0.349 -0.058 -0.073 0.145 0.21
H 3.104 0.358 2.665 -0.446 -0.304 0.094 0.20
H 4.315 -0.798 2.120 -1.178 -0.189 -0.278 0.20
H -1.419 -1.896 1.862 -0.177 0.087 0.116 0.22
H -1.162 -4.218 -0.161 -0.018 0.319 0.263 0.22
H -2.560 -3.853 0.816 -0.875 0.384 0.097 0.23
H -1.106 -4.451 1.567 0.043 0.071 0.229 0.23
H -4.106 0.100 -1.175 0.872 -0.206 0.639 0.21
H -2.800 -0.480 -2.192 0.210 0.178 0.575 0.21
H -1.291 1.207 -1.446 0.095 -0.116 0.313 0.18
H -3.077 1.399 1.059 0.479 0.172 -0.675 0.21
H -1.329 1.330 0.926 0.517 -0.297 0.326 0.24
H -2.843 3.750 0.993 0.656 -0.324 -0.308 0.21
H -1.128 3.632 0.449 -0.145 -0.052 0.223 0.21
H -1.706 3.957 -1.725 -0.472 -0.441 0.041 0.16
H -3.376 4.242 -1.212 -0.352 0.040 -0.200 0.19
```
Positions in Å, forces in eV/Å.

Record 2
# C13H23BaClGaN

C13H23BaClGaN as an isolated structure at a distorted geometry (ωB97M-V with the def2-TZVPD basis set, OMol25).

Gap between HOMO and LUMO in eV: 3.29
ΔE to the lowest compared entry with this formula, charge and spin in kcal per mole: 13.81
Charge: -2
Energy in Eh: -2974.2007
Lowest unoccupied orbital energy in eV: 3.78

```
40
Properties=species:S:1:pos:R:3:forces:R:3:lowdin_charge:R:1
Ga 1.331 0.352 -0.556 -2.262 0.053 -1.448 -0.03
Cl 3.381 -0.403 -0.806 1.120 -0.557 -0.051 0.10
C 1.704 2.253 -0.099 0.228 0.494 0.002 -0.25
H 0.820 2.789 0.267 0.090 0.071 -0.046 -0.04
H 2.102 2.762 -0.988 -0.072 0.058 0.204 -0.02
H 2.478 2.257 0.683 -0.110 0.127 -0.090 -0.02
Ba 0.350 -0.893 -4.759 0.057 0.262 0.929 1.30
C 0.854 -3.310 -3.786 -0.086 -0.468 -0.110 -0.47
C 2.967 -0.505 -4.972 0.249 0.062 -0.196 -0.47
C 0.006 0.023 -2.163 0.534 0.175 0.326 -0.52
H 3.127 0.431 -5.534 0.300 0.043 -0.015 -0.13
H 3.425 -0.423 -3.969 -0.178 0.014 -0.328 -0.10
H 3.438 -1.340 -5.518 0.096 0.126 0.002 -0.11
H -0.099 -3.832 -3.586 0.108 -0.187 0.070 -0.12
H 1.410 -3.876 -4.555 -0.043 -0.122 0.107 -0.12
H 1.456 -3.294 -2.861 -0.190 0.076 -0.238 -0.08
H -0.627 0.927 -2.304 0.034 0.025 0.214 -0.14
H -0.697 -0.809 -1.919 0.164 0.162 0.078 -0.12
C -3.716 1.804 1.663 0.317 -0.304 0.183 -0.12
N -2.319 1.548 1.828 -0.410 0.110 0.110 -0.31
C -1.556 2.318 2.762 0.077 -0.031 -0.044 -0.09
C -1.618 0.727 0.867 0.170 0.370 -0.476 -0.17
C -0.700 -0.266 1.550 -0.455 -0.659 0.760 -0.24
C -1.211 -0.938 2.675 0.247 0.214 -0.112 -0.08
C -0.404 -1.805 3.410 0.024 -0.032 -0.144 -0.14
C 0.910 -2.033 2.991 0.148 0.233 -0.254 -0.13
C 1.403 -1.382 1.846 -0.419 -0.755 1.013 -0.13
C 0.596 -0.517 1.119 0.579 0.372 -0.568 -0.18
H -3.947 2.830 1.973 -0.178 -0.038 -0.204 0.06
H -4.315 1.119 2.288 -0.330 0.095 -0.051 0.06
H -4.010 1.639 0.618 -0.059 0.213 0.177 0.08
H -1.114 1.679 3.546 -0.016 0.211 -0.038 0.07
H -0.723 2.850 2.266 -0.150 -0.043 0.140 0.08
H -2.224 3.050 3.238 0.262 -0.069 -0.020 0.07
H -2.375 0.196 0.268 0.309 0.112 0.096 0.12
H -1.052 1.375 0.167 -0.090 -0.525 0.167 0.09
H -2.242 -0.730 2.975 0.213 -0.087 0.080 0.10
H -0.794 -2.293 4.306 0.073 0.047 -0.215 0.08
H 1.557 -2.713 3.549 -0.139 0.116 -0.037 0.08
H 2.428 -1.567 1.520 -0.212 0.035 0.030 0.05
```
Positions in Å, forces in eV/Å.

Record 3
# C13H23BeCl3NO4P2

C13H23BeCl3NO4P2 as an isolated structure at a distorted geometry (ωB97M-V with the def2-TZVPD basis set, OMol25).

Gap between HOMO and LUMO in eV: 8.24
ΔE to the lowest compared entry with this formula, charge and spin in kcal per mole: 4.94
Charge: +1
Energy in Eh: -2942.7644
Lowest unoccupied orbital energy in eV: -3.53

```
47
Properties=species:S:1:pos:R:3:forces:R:3:nbo_charge:R:1
Be -0.537 1.078 0.723 -0.364 -1.141 -0.100 1.57
P -2.548 0.505 0.305 1.073 0.407 -0.445 0.71
C -2.251 0.591 -1.542 -1.260 2.871 1.414 -0.80
C -0.925 1.300 -1.801 -1.016 -0.979 -0.174 0.33
N 0.047 1.174 -0.841 -0.283 -0.254 -1.148 -0.76
C 1.336 1.143 -1.260 -0.088 0.332 -0.140 0.26
C 1.664 1.473 -2.566 0.520 -0.226 0.274 -0.26
C 0.671 1.845 -3.477 -0.404 0.070 0.255 -0.09
C -0.660 1.750 -3.101 0.353 0.057 0.436 -0.24
C 2.380 0.747 -0.249 0.299 0.323 0.062 -0.75
P 2.641 -1.049 0.079 -1.067 -0.524 0.292 1.19
H -1.507 1.979 -3.764 0.613 -0.299 0.266 0.25
H 2.723 1.449 -2.848 -0.523 0.061 -0.006 0.24
H 0.930 2.167 -4.475 0.099 -0.016 -0.046 0.24
H 3.348 1.092 -0.633 -0.041 0.054 0.251 0.26
H 2.192 1.234 0.730 0.131 -0.353 -0.529 0.29
H -2.126 -0.449 -1.929 0.479 0.037 0.164 0.36
H -3.114 1.054 -2.073 0.645 -0.076 0.230 0.25
H -0.872 -1.947 -1.430 -0.198 -0.809 0.109 0.52
O -1.366 -1.688 -2.339 -0.956 -0.681 -1.879 -1.05
H -2.138 -2.155 -2.768 1.684 0.067 1.253 0.49
H 1.431 -1.903 0.148 -0.757 0.903 -0.071 0.20
O -0.160 -2.171 -0.240 0.187 -1.716 0.186 -1.18
H -0.284 -3.161 -0.137 0.183 1.715 -0.111 0.46
C 3.492 -1.830 -1.279 0.171 0.078 -0.294 -0.96
H 4.382 -1.274 -1.561 0.179 -0.115 -0.124 0.25
H 3.755 -2.850 -0.961 -0.045 0.302 -0.163 0.28
H 2.794 -1.887 -2.127 0.215 -0.034 0.220 0.28
C 3.598 -1.136 1.586 0.564 0.054 0.248 -0.97
H 3.427 -2.105 2.062 0.082 0.052 -0.150 0.28
H 4.665 -1.018 1.365 -0.143 -0.005 0.153 0.26
H 3.285 -0.368 2.297 -0.034 -0.046 -0.162 0.28
C -3.728 1.679 1.014 -0.641 0.368 -0.274 -0.94
H -4.644 1.764 0.394 0.413 -0.005 0.532 0.25
H -3.979 1.314 2.035 0.146 0.249 -0.677 0.27
H -3.238 2.666 1.111 -0.350 -0.491 -0.055 0.26
C -3.088 -1.155 0.679 -0.112 -0.524 0.145 -0.97
H -3.333 -1.198 1.746 -0.076 -0.044 -0.190 0.26
H -3.959 -1.430 0.072 0.151 0.012 0.209 0.24
H -2.244 -1.838 0.492 -0.245 0.247 -0.042 0.31
Cl -0.173 1.507 5.698 -0.013 -0.199 -0.297 0.11
C -0.238 0.410 4.341 -0.484 -0.514 -0.525 -0.19
Cl 1.118 -0.748 4.377 -0.363 0.300 0.132 0.04
Cl -1.827 -0.529 4.345 0.904 0.484 0.059 0.01
C -0.290 1.150 2.973 -1.328 3.237 -0.209 0.72
O -0.875 2.286 2.894 1.924 -3.968 -0.199 -0.62
O 0.227 0.532 1.937 -0.222 0.742 1.116 -0.94
```
Positions in Å, forces in eV/Å.

Record 4
# C13H23BrClN2O5PS

An isolated molecule of C13H23BrClN2O5PS at a distorted geometry (ωB97M-V with the def2-TZVPD basis set, OMol25).

Gap between HOMO and LUMO in eV: 7.14
ΔE to the lowest compared entry with this formula, charge and spin in kcal per mole: 212.96
Charge: 0
Energy in Eh: -4768.2587
Lowest unoccupied orbital energy in eV: -1.03

```
47
Properties=species:S:1:pos:R:3:forces:R:3:nbo_charge:R:1
C 4.878 -0.317 2.222 -0.758 0.316 0.214 -0.66
C 4.466 0.355 0.784 -0.776 0.506 0.682 -0.08
O 4.530 -0.553 -0.372 -1.689 -0.758 1.685 -0.56
C 3.435 -1.530 -0.282 -1.576 -0.885 -0.599 -0.09
C 2.273 -1.333 -1.470 2.389 -1.049 1.452 -0.11
O 1.575 -0.086 -1.133 -1.537 -0.824 -2.066 -0.60
C 0.776 0.445 -2.242 2.113 0.864 -1.296 0.27
C 1.828 1.386 -3.142 -0.905 0.536 -0.403 -0.68
Br 0.169 -0.986 -3.564 0.387 0.153 0.845 -0.01
C -0.527 1.336 -1.816 0.594 0.477 1.058 0.29
Cl -1.600 1.457 -3.358 0.585 0.466 1.269 -0.05
N -0.042 2.780 -1.570 3.694 -0.737 7.066 -0.53
C 0.600 2.880 -0.360 -2.632 -1.037 -2.044 0.31
S 1.169 2.923 1.261 -1.642 0.174 -5.291 0.05
N -1.265 0.904 -0.583 -1.066 -1.665 -1.694 -0.78
C -1.614 -0.559 -0.539 0.069 -2.098 1.043 -0.27
C -2.218 -0.866 0.991 1.980 -1.136 0.313 -0.10
O -3.659 -1.161 0.998 0.590 0.259 3.734 -0.55
C -4.088 -1.235 2.415 -4.971 4.524 1.929 0.78
C -3.428 -2.195 3.570 0.994 -0.677 0.342 -0.75
O -5.081 -0.404 2.801 6.345 -5.608 -2.790 -0.54
P -2.750 1.936 -0.470 -0.678 2.435 0.500 1.20
C -4.277 1.079 -1.224 -1.209 -0.430 -0.472 -1.01
O -3.181 2.197 1.234 2.232 -1.218 -1.367 -0.96
H 4.164 -1.241 2.438 1.698 1.865 -0.482 0.21
H 4.616 0.488 3.058 0.695 -1.672 -1.765 0.22
H 6.001 -0.629 2.323 -2.209 0.590 -0.361 0.22
H 3.324 0.685 0.881 2.509 -0.366 -0.145 0.18
H 5.134 1.288 0.529 -1.299 -1.949 0.498 0.21
H 3.811 -2.653 -0.424 -0.467 2.528 0.332 0.20
H 2.826 -1.486 0.736 1.516 0.056 -1.966 0.18
H 2.881 -1.303 -2.480 -1.633 0.115 1.860 0.21
H 1.595 -2.310 -1.369 1.211 2.337 -0.488 0.20
H 2.528 0.745 -3.834 -1.381 1.061 1.746 0.24
H 1.203 2.087 -3.878 1.316 -1.549 1.728 0.25
H 2.421 2.062 -2.390 -1.054 -1.450 -1.553 0.24
H -2.350 -0.922 -1.392 1.272 0.879 1.853 0.23
H -0.675 -1.291 -0.621 -1.793 1.997 0.095 0.23
H -1.902 -0.013 1.764 -0.979 -1.590 -1.954 0.21
H -1.683 -1.848 1.407 -0.955 2.063 -1.124 0.18
H -2.243 -2.270 3.496 -2.571 0.276 -0.085 0.23
H -3.809 -3.319 3.542 0.573 2.502 -0.367 0.26
H -3.653 -1.812 4.673 0.162 -0.421 -2.802 0.27
H -3.928 0.391 -2.121 -0.805 1.257 2.063 0.25
H -4.988 0.547 -0.461 1.576 0.707 -1.470 0.27
H -4.928 1.940 -1.734 1.685 -1.634 1.214 0.26
H -2.315 2.412 1.705 -1.601 -0.189 -0.938 0.49
```
Positions in Å, forces in eV/Å.

Record 5
# C13H23BrNPZn

C13H23BrNPZn as an isolated structure at a distorted geometry (ωB97M-V with the def2-TZVPD basis set, OMol25).

Gap between HOMO and LUMO in eV: 6.24
Charge: 0
Energy in Eh: -5258.4117
Lowest unoccupied orbital energy in eV: -1.34

```
40
Properties=species:S:1:pos:R:3:forces:R:3:nbo_charge:R:1
C -2.749 0.251 -2.341 -0.472 -0.036 -1.141 -0.23
C -2.535 -0.976 -1.730 0.686 -0.597 0.546 -0.23
C -1.651 -1.045 -0.618 -2.561 -1.288 -1.883 -0.05
C -0.924 0.039 -0.249 -1.737 1.712 3.007 -0.58
C -1.311 1.284 -0.720 -1.345 1.305 -1.323 -0.08
C -2.222 1.423 -1.790 1.007 -0.181 -0.007 -0.18
C -1.650 -2.385 0.065 0.307 -0.249 0.034 -0.46
C -0.234 -2.904 0.269 -0.337 0.134 -0.463 -0.24
N 0.733 -1.817 0.515 1.687 -0.618 0.506 -0.57
Zn -0.203 -0.379 1.630 -1.343 -0.976 -0.517 1.55
C -0.770 2.575 -0.133 0.706 -0.625 0.557 -0.75
P 0.830 1.991 0.533 1.223 0.184 -3.276 0.74
H -2.977 -1.962 -2.041 0.174 1.463 -0.098 0.21
H -2.371 2.443 -2.211 -0.202 -1.022 0.215 0.20
H -3.288 0.265 -3.308 0.040 0.205 0.825 0.21
H -1.295 2.929 0.774 -0.464 0.169 -0.820 0.23
H -0.570 3.338 -0.923 -0.523 -0.208 0.892 0.23
H -2.112 -2.405 1.086 -0.148 0.292 -1.109 0.27
H -2.139 -3.061 -0.661 -0.070 -0.013 0.945 0.22
H -0.258 -3.551 1.143 0.335 -0.238 -0.234 0.24
C 1.479 3.374 1.479 0.623 0.046 -0.050 -0.98
C 1.729 2.081 -1.078 0.816 0.365 0.196 -0.94
H 0.052 -3.394 -0.668 0.333 -0.416 0.365 0.19
C 1.337 -1.341 -0.778 0.183 -0.430 0.356 -0.42
C 1.864 -2.371 1.340 -0.558 0.237 -0.779 -0.42
H -0.034 1.235 2.283 2.136 -2.952 1.464 0.03
H 1.795 -2.241 -1.199 0.153 0.177 -0.307 0.19
H 0.605 -0.921 -1.484 0.436 -0.385 0.492 0.25
H 2.117 -0.595 -0.572 -0.324 -0.248 0.010 0.21
H 2.420 -3.099 0.718 -0.111 0.095 0.603 0.19
H 2.475 -1.500 1.547 0.545 -0.143 0.247 0.19
H 1.453 -2.787 2.271 0.256 0.050 -0.381 0.25
H 1.761 3.139 -1.431 0.226 -0.784 0.001 0.21
H 2.733 1.708 -0.779 -0.259 0.463 -0.758 0.22
H 1.320 1.413 -1.870 0.128 0.508 0.755 0.25
H 1.629 4.264 0.839 -0.027 -0.199 0.698 0.23
H 0.790 3.543 2.328 0.553 0.223 -0.290 0.24
H 2.438 2.928 1.830 -0.419 0.947 0.105 0.24
H 0.926 0.516 2.393 -2.195 2.254 1.333 -0.05
Br -1.192 -2.007 3.542 0.546 0.779 -0.715 -0.79
```
Positions in Å, forces in eV/Å.

no.,highest occupied orbital energy (eV)
1,-9.741
2,0.489
3,-11.772
4,-8.170
5,-7.583